21
Properties=species:S:1:pos:R:3:mulliken_charge:R:1 method="wB97M-V/def2-TZVPD" e_tot_ev=-27084.0537 multiplicity=1 homo_energy_ev=-17.05 charge=+3 de_lowest_kj_mol=209.3 homo_lumo_gap_ev=2.79
Ag 21.525 -14.856 20.098 0.93
Ag 20.821 -10.926 19.311 0.84
Ag 24.097 -12.449 20.408 0.91
Ag 22.611 -14.119 16.872 0.79
F 22.373 -12.630 18.594 -0.67
C 17.036 -11.357 14.242 -0.77
O 18.440 -11.546 14.382 -0.32
C 18.910 -11.497 15.665 -0.44
C 20.447 -11.305 15.701 0.01
O 21.207 -12.454 15.345 -0.17
C 21.380 -12.592 13.925 -0.70
H 16.385 -11.840 14.970 0.32
H 16.752 -11.624 13.224 0.27
H 16.866 -10.282 14.309 0.33
H 18.561 -12.360 16.233 0.34
H 18.482 -10.614 16.140 0.43
H 20.757 -11.004 16.702 -0.33
H 20.776 -10.466 15.087 0.39
H 21.632 -13.638 13.754 0.25
H 22.203 -11.910 13.707 0.36
H 20.481 -12.544 13.310 0.25